{
  "formula": "C22H52Br12O18S6",
  "method": "ωB97M-V/def2-TZVPD",
  "symbols": ["O", "S", "O", "O", "C", "C", "C", "H", "H", "H", "H", "H", "H", "H", "H", "O", "S", "O", "O", "C", "C", "C", "H", "H", "H", "H", "H", "H", "H", "H", "O", "S", "O", "O", "C", "C", "C", "H", "H", "H", "H", "H", "H", "H", "H", "O", "S", "O", "O", "C", "C", "C", "H", "H", "H", "H", "H", "H", "H", "H", "O", "S", "O", "O", "C", "C", "C", "H", "H", "H", "H", "H", "H", "H", "H", "O", "S", "O", "O", "C", "C", "C", "H", "H", "H", "H", "H", "H", "H", "H", "C", "Br", "Br", "Br", "H", "C", "Br", "Br", "Br", "H", "C", "Br", "Br", "Br", "H", "C", "Br", "Br", "Br", "H"],
  "positions_angstrom": [[-2.324048, 1.055470, -6.932802], [-1.317698, 1.855150, -7.608402], [-1.359518, 3.314360, -7.654982], [0.175972, 1.398270, -7.104312], [0.483102, 1.288390, -5.746982], [0.246972, 2.584870, -4.988692], [-1.226928, 1.155890, -9.295362], [1.523812, 0.964820, -5.765222], [-0.097788, 0.484180, -5.295412], [0.534502, 2.446890, -3.946392], [-0.771838, 2.962700, -5.074562], [0.897362, 3.406450, -5.288862], [-0.596698, 1.818580, -9.888452], [-2.278858, 1.080010, -9.570652], [-0.870128, 0.130610, -9.197402], [4.925302, -0.320220, 4.994088], [3.842022, -1.244420, 5.444668], [3.538742, -2.399340, 4.590148], [4.077082, -1.790020, 6.995638], [4.945492, -1.067080, 7.876398], [4.845032, -1.625430, 9.195368], [2.325872, -0.424170, 5.814358], [4.518732, -0.076120, 8.031248], [5.966632, -0.977760, 7.505748], [3.871572, -1.573740, 9.683018], [5.355712, -0.984790, 9.914318], [5.165162, -2.629220, 9.474718], [1.724252, -1.169260, 6.334938], [1.886282, -0.040490, 4.893678], [2.514942, 0.266510, 6.636128], [-2.106338, 2.278620, 4.472398], [-2.963368, 3.077310, 5.339048], [-2.347618, 3.953170, 6.344308], [-3.934118, 4.107340, 4.415668], [-4.513518, 3.646640, 3.217958], [-3.696588, 4.282190, 2.100318], [-4.238578, 2.060250, 6.003768], [-5.560398, 3.949110, 3.243348], [-4.550348, 2.564980, 3.088508], [-3.590978, 5.332970, 2.370158], [-4.253818, 4.207170, 1.166528], [-2.704988, 3.837880, 2.014168], [-4.551448, 2.531210, 6.935658], [-3.796648, 1.097170, 6.259238], [-5.015498, 1.931060, 5.250238], [5.533562, 1.516170, -2.961962], [4.328952, 0.864010, -3.439712], [3.308332, 0.332240, -2.548872], [3.574302, 1.858900, -4.573152], [4.448402, 2.730840, -5.283272], [3.677922, 3.242480, -6.482822], [4.736592, -0.520990, -4.638182], [5.320662, 2.248940, -5.724902], [4.848722, 3.582690, -4.733562], [3.201392, 4.217730, -6.383352], [2.947922, 2.480350, -6.755542], [4.294292, 3.372040, -7.372432], [5.150172, -0.223330, -5.601742], [3.819042, -1.098560, -4.750442], [5.490552, -1.069730, -4.073792], [-2.813328, -3.334520, -0.934402], [-2.941838, -3.699830, 0.481708], [-3.348428, -2.702640, 1.458598], [-3.997148, -4.925900, 0.680328], [-4.375118, -5.306800, 1.977478], [-5.891858, -5.524660, 2.048878], [-1.321588, -4.559540, 0.925478], [-4.052628, -4.622790, 2.762478], [-3.885088, -6.259220, 2.179668], [-6.422428, -4.588980, 1.872538], [-6.115638, -5.785400, 3.083308], [-6.306998, -6.348490, 1.468318], [-1.370958, -4.559890, 2.014358], [-0.424518, -4.001960, 0.656268], [-1.200068, -5.542960, 0.471378], [0.027832, -1.887920, 1.889998], [0.167822, -0.416450, 1.706648], [1.017612, 0.411880, 2.553458], [0.574832, -0.155920, 0.098168], [-0.196198, -0.714350, -0.928872], [-0.444988, 0.328320, -2.061352], [-1.460318, 0.371110, 1.642428], [-1.061348, -1.340870, -0.711872], [0.458882, -1.457210, -1.383982], [-1.006838, -0.115430, -2.883242], [0.433272, 0.664810, -2.612292], [-0.958928, 1.226070, -1.717812], [-1.378538, 1.370330, 1.214668], [-1.856728, 0.557960, 2.640458], [-2.130878, -0.243770, 1.042118], [0.699122, 4.712410, -1.816992], [-0.949108, 3.889540, -1.165212], [2.303612, 3.745790, -1.100182], [0.722482, 6.669330, -1.546462], [0.589192, 4.584430, -2.893862], [-3.177558, -1.561420, 5.039638], [-4.013438, -1.595220, 6.875718], [-1.294338, -0.832430, 5.000838], [-4.485558, -0.658000, 3.781618], [-3.142168, -2.623180, 4.795668], [3.600752, -2.446880, -0.609102], [3.250092, -2.210780, 1.300458], [3.007862, -4.199460, -1.293312], [5.415432, -1.969100, -1.172012], [2.939762, -1.662410, -0.977622], [-0.668548, -2.456310, -5.324222], [0.882872, -2.058230, -4.154132], [-1.115078, -4.386610, -5.182922], [-0.141548, -2.144800, -7.204022], [-1.519368, -1.913550, -4.912372]],
  "forces_ev_per_angstrom": [[0.9, 1.1, 0.0], [0.6, -0.3, -0.6], [-0.2, -2.1, 0.2], [-1.5, 0.5, -2.2], [-0.1, 0.3, 1.2], [0.7, 0.3, 0.4], [-0.1, 0.4, 1.4], [0.0, 0.2, 0.3], [-0.1, 0.0, 0.0], [-0.4, -0.3, 0.2], [-0.1, -0.3, 0.2], [0.1, -0.1, -0.6], [-0.3, -0.3, -0.2], [0.1, 0.4, -0.3], [0.3, 0.2, 0.0], [-2.6, -2.1, 1.7], [1.7, -0.2, -1.4], [0.6, 1.8, 1.8], [0.4, -0.2, -1.9], [-0.4, 1.2, -1.1], [-0.2, -1.2, 4.0], [0.1, -0.2, 0.6], [0.2, 0.5, -0.6], [-0.2, -0.2, -0.2], [-0.7, 0.0, -0.8], [0.7, 0.2, -0.2], [0.4, -0.2, -0.9], [-0.2, -0.3, -0.6], [0.0, 0.2, 0.2], [0.2, 0.7, -0.6], [-1.2, 1.0, 0.7], [0.9, 2.1, -0.7], [-1.4, -1.8, -1.8], [1.6, -1.2, 2.5], [0.3, -0.1, -1.1], [-0.8, 0.1, 0.0], [0.4, -0.2, 0.6], [0.0, 0.4, -0.1], [0.4, -0.3, 0.4], [0.1, 0.0, -0.3], [0.2, 0.0, -0.2], [-0.1, -0.1, 0.0], [-0.3, 0.1, -0.3], [0.0, 0.1, -0.1], [0.0, 0.1, 0.3], [-1.5, -0.7, -0.4], [-0.2, -0.6, -1.8], [1.1, 1.2, -1.1], [0.8, -0.7, 2.1], [0.5, 1.0, -1.4], [-0.5, 0.1, -0.8], [0.1, 0.6, 1.5], [0.1, -0.7, 0.5], [-0.3, -0.3, 0.7], [-0.3, -0.2, 0.5], [-0.2, 0.2, -0.1], [0.4, -0.2, 0.1], [-0.1, 0.5, 0.3], [0.1, 0.1, 0.0], [-0.1, -0.3, -0.2], [-0.9, -0.8, 2.3], [1.3, -0.2, -1.0], [0.9, -0.7, -0.9], [1.1, 1.3, -1.8], [-0.9, -1.3, 0.9], [0.2, 0.4, 0.8], [-0.9, 0.9, 0.5], [-0.1, 0.4, -0.3], [0.1, -0.1, 0.0], [0.0, -0.1, -0.3], [0.0, 0.0, 0.2], [0.4, 0.2, -0.4], [0.2, -0.4, 0.0], [-0.5, 0.6, -0.2], [-0.7, 0.0, 0.1], [0.3, 3.3, -0.2], [-0.9, -0.9, -1.0], [-0.7, -1.5, -1.4], [0.3, 0.6, 3.2], [0.7, -0.6, -2.9], [-0.3, -0.1, 0.3], [0.0, 0.1, 0.2], [-0.4, 0.7, 0.8], [0.1, -0.2, -0.1], [-0.5, -0.2, 0.3], [0.6, -0.1, 0.7], [-0.1, -0.2, 0.1], [0.5, -0.1, -0.3], [0.2, -0.5, 0.1], [0.1, -0.1, 0.2], [0.1, -0.1, 0.2], [0.4, 0.5, 0.2], [-1.3, 0.9, -0.7], [0.1, -1.1, 0.1], [0.6, -0.1, 0.3], [-0.3, 0.6, 0.4], [0.8, 0.2, -1.1], [-2.0, -0.7, 0.2], [1.3, -0.8, 0.9], [0.1, 0.5, -0.3], [-0.5, 0.5, 0.4], [0.7, -0.6, -0.5], [0.4, 0.9, 0.3], [-0.7, -0.4, 0.4], [0.3, -0.4, -0.6], [1.1, -1.3, 0.0], [-0.7, -0.3, -0.6], [0.1, 1.0, 0.1], [-0.6, 0.2, 1.1], [0.2, 0.2, -0.7]],
  "energy_ha": -35500.81134,
  "homo_ha": -0.3598,
  "homo_lumo_gap_ha": 0.325,
  "de_lowest_ev": 2.3876
}